2 unconnected molecules or ions with the total composition C14H19N2O7 at a distorted geometry. Source: the Open Molecules 2025 dataset; level of theory: ωB97M-V/def2-TZVPD.

Structure (XYZ):
```
42
Properties=species:S:1:pos:R:3
O 3.946 -0.414 3.786
C 3.688 0.207 2.807
O 4.520 0.171 1.693
C 2.389 1.066 2.637
C 2.031 1.025 1.143
N 2.283 2.089 0.373
C 2.012 2.081 -0.942
C 1.455 0.975 -1.530
C 1.171 -0.160 -0.743
C 0.571 -1.432 -1.360
O -0.545 -1.450 -1.787
O 1.401 -2.507 -1.413
C 1.450 -0.142 0.656
C 1.117 -1.348 1.549
O -0.068 -1.173 2.308
C -1.151 -0.772 1.503
O -2.360 -0.940 2.198
C -3.414 -0.573 1.317
C -3.717 0.960 1.323
O -3.678 1.541 0.023
H 4.956 1.027 1.575
H 2.669 2.095 2.927
H 1.572 0.709 3.274
H 2.690 2.897 0.836
H 2.264 2.970 -1.519
H 1.259 0.952 -2.603
H 2.306 -2.156 -1.376
H 1.080 -2.295 0.986
H 1.916 -1.467 2.300
H -1.184 -1.435 0.615
H -1.106 0.305 1.219
H -4.348 -1.096 1.577
H -3.179 -0.855 0.272
H -2.993 1.443 1.997
H -4.743 1.114 1.702
H -4.522 1.423 -0.422
C -2.047 -1.084 -4.435
C -1.893 -0.322 -5.681
N -1.772 0.280 -6.654
H -1.919 -2.147 -4.632
H -1.301 -0.765 -3.713
H -3.039 -0.918 -4.018
```

As for the HOMO energy: -0.4585 hartree. The calculation puts the total energy at -32130.1028 eV. As for the charge: +1. As for the gap between HOMO and LUMO: 7.19 eV.

***

C5H6O2 in the gas phase. Source: the Open Molecules 2025 dataset; level of theory: ωB97M-V/def2-TZVPD.

Structure (XYZ):
```
13
Properties=species:S:1:pos:R:3
O 2.178 1.926 -1.137
C 1.682 1.118 -0.390
C 1.010 -0.120 -0.892
O 0.902 -1.194 0.033
C -1.896 -0.762 1.620
C -1.087 0.099 0.741
C -0.297 -0.563 -0.368
H 1.704 1.241 0.712
H 1.284 -0.396 -1.910
H -2.072 -1.701 1.043
H -1.965 0.640 0.311
H -0.533 0.868 1.290
H -0.909 -1.158 -1.052
```

As for the HOMO energy: -0.3405 hartree. The calculation puts the total energy at -9371.4710 eV. As for the gap between HOMO and LUMO: 8.63 eV.

***

C24H29ClN4O3 in the gas phase. Source: the Open Molecules 2025 dataset; level of theory: ωB97M-V/def2-TZVPD.

Structure (XYZ):
```
61
Properties=species:S:1:pos:R:3
O 2.436 1.138 -2.923
C 1.388 0.659 -2.555
C 0.701 -0.479 -3.283
C 1.481 -1.785 -3.083
C 1.688 -2.124 -1.608
C 0.395 -2.418 -0.880
O -0.691 -2.429 -1.448
N 0.490 -2.689 0.442
C -0.725 -3.092 1.135
C -1.581 -1.891 1.578
O -1.596 -1.504 2.731
N -2.272 -1.339 0.575
C -3.121 -0.182 0.729
C -4.625 -0.533 0.618
C -5.179 0.331 -0.519
C -4.219 1.517 -0.583
C -2.860 0.861 -0.366
C 1.739 -2.657 1.183
C 2.256 -1.264 1.466
C 1.466 -0.362 2.171
C 1.926 0.903 2.486
C 3.191 1.299 2.088
C 3.997 0.420 1.388
C 3.533 -0.852 1.092
Cl 4.617 -1.927 0.263
N 0.715 1.069 -1.434
C 0.994 2.140 -0.596
C 2.152 2.913 -0.678
C 2.286 3.967 0.204
C 1.285 4.214 1.135
C 0.181 3.379 1.136
N 0.034 2.371 0.295
H 0.691 -0.240 -4.347
H -0.323 -0.612 -2.939
H 0.936 -2.594 -3.570
H 2.460 -1.687 -3.554
H 2.199 -1.299 -1.111
H 2.331 -3.006 -1.536
H -0.459 -3.669 2.021
H -1.314 -3.716 0.455
H -2.145 -1.723 -0.357
H -2.898 0.226 1.719
H -4.757 -1.596 0.420
H -5.130 -0.304 1.556
H -6.209 0.635 -0.341
H -5.144 -0.217 -1.462
H -4.431 2.215 0.228
H -4.278 2.056 -1.527
H -2.565 0.344 -1.283
H -2.078 1.566 -0.087
H 2.501 -3.229 0.646
H 1.564 -3.151 2.141
H 0.484 -0.664 2.498
H 1.297 1.574 3.048
H 3.558 2.285 2.329
H 4.989 0.711 1.078
H -0.156 0.609 -1.199
H 2.901 2.690 -1.418
H 3.165 4.594 0.166
H 1.360 5.030 1.835
H -0.633 3.519 1.834
```

As for the HOMO energy: -0.3283 hartree. The calculation puts the total energy at -49986.8033 eV. As for the gap between HOMO and LUMO: 9.60 eV. Its SMILES is O=C(CCCC(=O)N(CC(=O)NC1CCCC1)Cc1ccccc1Cl)Nc1ccccn1.

***

C5H10O2 in the gas phase. Source: the Open Molecules 2025 dataset; level of theory: ωB97M-V/def2-TZVPD.

Structure (XYZ):
```
17
Properties=species:S:1:pos:R:3
C -2.078 0.494 -0.298
C -1.263 -0.775 -0.045
O -0.783 -0.859 1.279
C 0.491 -0.250 1.275
C 1.043 -0.551 -0.123
C 1.862 0.581 -0.718
O -0.129 -0.785 -0.897
H -1.483 1.372 -0.014
H -2.319 0.581 -1.365
H -3.009 0.504 0.284
H -1.849 -1.686 -0.223
H 0.411 0.836 1.440
H 1.086 -0.701 2.073
H 1.633 -1.479 -0.107
H 2.171 0.340 -1.740
H 2.763 0.758 -0.121
H 1.273 1.505 -0.739
```

As for the HOMO energy: -0.3583 hartree. The calculation puts the total energy at -9441.7461 eV. As for the gap between HOMO and LUMO: 10.81 eV. Its SMILES is C[C@@H]1OC[C@H](C)O1.

***

A molecular structure, C35H37BrCrN6O6 at a distorted geometry. Source: the Open Molecules 2025 dataset; level of theory: ωB97M-V/def2-TZVPD.

Structure (XYZ):
```
86
Properties=species:S:1:pos:R:3
Cr 0.830 -0.050 0.487
C -1.086 0.662 4.204
O -1.836 1.804 3.827
C -1.566 2.532 2.701
C -2.246 3.737 2.622
C -2.060 4.608 1.553
C -1.221 4.259 0.524
C -0.557 3.023 0.533
C 0.188 2.635 -0.622
N 0.765 1.490 -0.797
N 1.352 1.266 -2.019
C 1.979 0.115 -1.993
O 1.911 -0.647 -0.946
C 2.814 -0.274 -3.139
C 3.843 -1.191 -2.939
C 4.662 -1.553 -3.997
C 4.444 -1.015 -5.258
C 3.420 -0.097 -5.456
C 2.610 0.283 -4.401
C -0.704 2.143 1.645
O -0.084 0.989 1.649
H -1.444 0.404 5.199
H -0.016 0.876 4.252
H -1.260 -0.175 3.529
H -2.914 3.986 3.435
H -2.578 5.556 1.538
H -1.079 4.929 -0.316
H 0.242 3.331 -1.456
H 3.997 -1.597 -1.948
H 5.477 -2.246 -3.840
H 5.076 -1.305 -6.087
H 3.268 0.331 -6.439
H 1.820 1.010 -4.535
Br 7.405 3.549 0.793
C 5.923 2.410 1.057
C 4.851 2.456 0.184
C 3.757 1.641 0.403
C 3.710 0.749 1.475
C 4.815 0.715 2.338
C 5.903 1.538 2.138
N 2.566 -0.064 1.636
C 2.494 -0.924 2.592
C 1.328 -1.769 2.679
C 1.068 -2.630 3.740
C -0.104 -3.362 3.740
C -0.976 -3.225 2.666
C -0.646 -2.353 1.647
N 0.473 -1.634 1.650
H 4.862 3.128 -0.663
H 2.924 1.717 -0.275
H 4.850 0.058 3.195
H 6.740 1.509 2.821
H 3.293 -1.055 3.310
H 1.775 -2.705 4.555
H -0.350 -4.020 4.561
H -1.901 -3.781 2.624
H -1.298 -2.197 0.798
O -1.698 0.331 -0.289
C -2.898 0.277 -0.554
C -3.831 1.449 -0.361
C -4.820 1.229 0.812
C -5.016 -0.233 1.220
C -5.654 -1.105 0.137
C -4.903 -1.040 -1.207
N -3.471 -0.846 -1.042
H -4.377 1.602 -1.294
H -3.235 2.341 -0.183
H -5.789 1.659 0.552
H -4.446 1.769 1.682
H -5.653 -0.266 2.105
H -4.050 -0.656 1.513
H -6.686 -0.790 -0.028
H -5.687 -2.138 0.491
H -5.305 -0.234 -1.821
H -5.049 -1.967 -1.760
H -2.867 -1.650 -1.111
N -1.099 -2.532 -4.055
C -0.583 -3.580 -3.170
C -0.115 -2.982 -1.831
O 0.462 -3.601 -0.980
O -0.459 -1.698 -1.663
H -1.858 -2.860 -4.635
H -0.374 -2.184 -4.671
H -0.908 -1.422 -2.500
H 0.238 -4.153 -3.601
H -1.373 -4.292 -2.928
```

As for the HOMO energy (alpha / beta): -0.3643 / -0.3702 hartree. The calculation puts the total energy at -156582.5175 eV. As for the spin multiplicity: 4. As for the charge: +1. As for the gap between HOMO and LUMO (alpha / beta): 5.96 / 5.96 eV. Its expectation value of S² is 3.78.

***

C5H13N in the gas phase at a distorted geometry. Source: the Open Molecules 2025 dataset; level of theory: ωB97M-V/def2-TZVPD.

Structure (XYZ):
```
19
Properties=species:S:1:pos:R:3
C 1.701 -0.005 -1.490
C 0.770 0.392 -0.332
C 1.438 0.092 1.021
C -0.544 -0.406 -0.488
C -1.507 -0.322 0.731
N -2.738 0.382 0.400
H 2.676 -0.384 -1.176
H 1.296 -0.652 -2.261
H 2.044 0.913 -1.990
H 0.460 1.438 -0.381
H 2.503 0.263 0.955
H 1.094 0.726 1.806
H 1.226 -0.928 1.253
H -1.112 -0.131 -1.370
H -0.328 -1.457 -0.739
H -1.670 -1.317 1.133
H -0.975 0.175 1.547
H -3.590 -0.103 0.627
H -2.745 1.323 0.755
```

As for the HOMO energy: -0.3289 hartree. The calculation puts the total energy at -6885.4117 eV. As for the gap between HOMO and LUMO: 10.08 eV. Its SMILES is CC(C)CCN.

***

2 unconnected molecules or ions with the total composition C17H31B2FINO7P2 at a distorted geometry. Source: the Open Molecules 2025 dataset; level of theory: ωB97M-V/def2-TZVPD.

Structure (XYZ):
```
62
Properties=species:S:1:pos:R:3
C 0.642 3.865 -0.393
C 0.290 2.642 -0.994
C -0.278 1.161 -1.433
C -1.577 0.533 -0.587
C -2.712 1.580 -0.037
C -3.481 2.391 -1.275
C -3.048 3.986 -1.361
F -3.373 1.673 -2.572
C -0.827 -0.499 0.443
C -1.589 -1.865 0.943
B -2.969 -1.615 1.804
O -4.192 -2.429 1.471
O -3.129 -0.674 2.942
B 0.013 0.238 1.695
C -0.625 1.402 2.678
O 1.453 -0.112 1.961
C 0.415 -0.901 -0.603
P 1.518 -2.459 -0.674
C 1.718 -3.314 1.021
C 0.464 -3.726 -1.713
C 0.793 -3.677 -3.317
N 0.739 0.014 -1.613
C 1.848 -0.081 -2.669
I 1.643 1.419 -4.282
C 3.273 0.317 -1.888
C 4.482 0.715 -2.939
H 0.789 4.987 -0.020
H -0.826 1.425 -2.460
H -2.072 -0.223 -1.366
H -2.246 2.445 0.640
H -3.561 1.083 0.603
H -4.642 2.396 -1.000
H -2.774 4.406 -0.278
H -4.037 4.574 -1.667
H -2.222 4.214 -2.163
H -0.835 -2.412 1.689
H -1.885 -2.573 0.033
H -4.740 -2.418 2.334
H -3.521 0.195 2.598
H -0.154 2.448 2.349
H -1.784 1.535 2.593
H -0.329 1.273 3.822
H 2.055 0.613 1.621
H 0.717 -3.886 1.272
H 2.117 -2.634 1.885
H 2.538 -4.168 0.872
H -0.670 -3.457 -1.567
H 0.686 -4.816 -1.281
H 1.896 -3.309 -3.571
H 0.640 -4.724 -3.840
H -0.012 -2.954 -3.809
H 1.901 -1.119 -3.205
H 3.658 -0.572 -1.192
H 3.054 1.290 -1.246
H 4.490 1.884 -3.120
H 5.538 0.455 -2.454
H 4.419 0.135 -3.961
O 3.489 0.404 5.339
P 2.064 0.664 5.856
O 1.587 2.043 5.372
O 2.063 0.630 7.393
O 1.118 -0.423 5.319
```

As for the HOMO energy: 0.0261 hartree. The calculation puts the total energy at -64691.2133 eV. As for the charge: -2. As for the gap between HOMO and LUMO: 1.99 eV.

***

> What is the formula in the first record?

C14H19N2O7